C45H108Br9O28P7 | the ωB97M-V functional and the def2-TZVPD basis

Cartesian coordinates (Å):
C -2.274 8.187 -17.103
Br -3.701 9.202 -18.074
Br -1.618 9.284 -15.521
Br -0.637 7.821 -18.362
H -2.667 7.223 -16.780
C 5.702 -1.028 -20.211
Br 4.905 0.710 -19.586
Br 5.367 -2.379 -18.821
Br 7.669 -0.864 -20.530
H 5.310 -1.315 -21.187
C 1.197 8.828 -23.240
Br 0.366 10.510 -23.893
Br 0.186 7.208 -23.753
Br 1.587 8.967 -21.339
H 2.210 8.714 -23.626
C 1.658 0.897 -21.690
C 0.386 0.125 -21.466
O -0.596 0.665 -22.291
P -1.899 -0.100 -22.926
O -1.520 -1.214 -23.800
O -2.789 1.136 -23.505
C -2.393 2.436 -23.161
C -1.727 3.152 -24.386
O -2.839 -0.613 -21.719
C -4.187 -0.702 -21.717
C -4.587 0.341 -20.764
H 1.476 1.905 -21.315
H 2.543 0.552 -21.155
H 1.831 1.025 -22.758
H 0.443 -0.954 -21.610
H -0.001 0.139 -20.447
H -3.313 3.021 -23.163
H -1.868 2.579 -22.216
H -0.905 2.499 -24.678
H -2.308 3.225 -25.306
H -1.471 4.161 -24.063
H -4.634 -0.454 -22.679
H -4.415 -1.734 -21.450
H -5.612 0.076 -20.504
H -3.851 0.356 -19.960
H -4.562 1.320 -21.242
C 15.032 6.741 -27.543
C 13.836 7.717 -27.597
O 12.676 6.961 -27.366
P 11.964 6.807 -25.934
O 12.546 5.710 -25.061
O 10.438 6.466 -26.439
C 9.380 6.039 -25.551
C 8.504 5.043 -26.336
O 11.811 8.272 -25.282
C 12.572 8.473 -24.140
C 12.556 9.934 -23.560
H 14.674 6.060 -26.771
H 14.955 6.015 -28.353
H 16.002 7.218 -27.403
H 13.881 8.576 -26.928
H 13.746 8.067 -28.625
H 9.809 5.418 -24.765
H 8.901 6.934 -25.153
H 8.261 4.198 -25.692
H 7.592 5.556 -26.641
H 8.912 4.619 -27.253
H 12.380 7.754 -23.344
H 13.632 8.342 -24.358
H 13.487 10.087 -23.014
H 12.444 10.600 -24.416
H 11.712 10.165 -22.909
C 1.952 -0.888 -30.200
C 2.057 0.629 -30.491
O 1.153 1.289 -29.588
P 1.713 2.522 -28.712
O 2.992 2.250 -27.865
O 1.832 3.748 -29.767
C 1.048 3.905 -30.890
C 1.927 4.316 -32.088
O 0.389 2.951 -27.882
C 0.099 4.177 -27.433
C 1.144 4.786 -26.422
H 2.192 -0.942 -29.139
H 0.996 -1.334 -30.477
H 2.761 -1.475 -30.635
H 3.091 0.885 -30.259
H 1.940 0.870 -31.548
H 0.520 3.018 -31.239
H 0.303 4.641 -30.589
H 2.838 4.820 -31.764
H 2.375 3.342 -32.286
H 1.330 4.869 -32.813
H -0.056 4.814 -28.304
H -0.766 3.827 -26.869
H 0.882 5.788 -26.083
H 1.156 4.233 -25.483
H 2.123 4.789 -26.901
C 3.053 4.353 -10.508
C 3.775 3.635 -11.589
O 3.052 3.583 -12.838
P 2.568 4.852 -13.673
O 3.610 5.841 -13.877
O 2.042 4.277 -15.076
C 2.886 4.060 -16.269
C 3.196 2.565 -16.221
O 1.226 5.380 -12.961
C 0.593 6.553 -13.429
C -0.758 6.134 -14.095
H 2.041 3.974 -10.361
H 3.524 4.307 -9.526
H 2.925 5.409 -10.745
H 4.784 4.043 -11.652
H 4.099 2.641 -11.281
H 2.405 4.450 -17.166
H 3.818 4.594 -16.084
H 2.391 1.853 -16.035
H 3.785 2.190 -17.058
H 3.817 2.330 -15.357
H 0.337 7.170 -12.568
H 1.146 7.132 -14.168
H -1.210 5.781 -13.168
H -1.379 6.985 -14.373
H -0.667 5.315 -14.809
C 5.888 -3.668 -23.029
C 4.413 -3.785 -22.630
O 4.464 -4.191 -21.343
P 4.071 -5.711 -20.995
O 5.239 -6.571 -20.646
O 3.090 -6.260 -22.090
C 3.286 -7.596 -22.671
C 3.976 -7.584 -24.098
O 3.028 -5.593 -19.735
C 2.359 -6.724 -19.118
C 0.857 -6.675 -18.839
H 6.649 -3.299 -22.341
H 6.236 -4.689 -23.186
H 5.991 -3.160 -23.988
H 3.873 -2.854 -22.803
H 3.973 -4.469 -23.356
H 3.760 -8.315 -22.004
H 2.236 -7.839 -22.835
H 5.006 -7.231 -24.065
H 3.827 -8.512 -24.651
H 3.526 -6.895 -24.813
H 2.725 -7.643 -19.576
H 2.822 -6.798 -18.135
H 0.817 -6.139 -17.891
H 0.294 -6.112 -19.583
H 0.569 -7.724 -18.899
C 4.839 6.838 -23.769
C 5.317 5.431 -23.963
O 5.142 4.726 -22.763
P 3.807 3.770 -22.448
O 2.558 4.088 -23.144
O 3.672 3.767 -20.820
C 3.047 4.832 -20.185
C 1.569 5.203 -20.489
O 4.375 2.281 -22.762
C 4.797 1.947 -24.070
C 4.611 0.423 -24.237
H 5.074 7.250 -22.788
H 5.075 7.440 -24.647
H 3.759 6.722 -23.861
H 4.866 4.842 -24.761
H 6.384 5.561 -24.149
H 3.158 4.763 -19.103
H 3.553 5.780 -20.371
H 1.492 5.452 -21.547
H 0.837 4.400 -20.401
H 1.240 6.057 -19.897
H 4.235 2.408 -24.883
H 5.821 2.294 -24.202
H 5.099 0.159 -25.176
H 4.991 -0.235 -23.456
H 3.627 -0.027 -24.368
C -5.111 4.943 -14.254
C -4.129 5.187 -15.360
O -3.886 3.884 -15.923
P -3.657 3.641 -17.460
O -4.320 4.712 -18.274
O -2.009 3.629 -17.718
C -1.179 2.937 -16.920
C -0.132 2.240 -17.712
O -4.119 2.101 -17.784
C -5.539 1.841 -17.553
C -5.388 1.192 -16.184
H -6.029 4.597 -14.730
H -4.865 4.095 -13.614
H -5.336 5.820 -13.647
H -4.567 5.903 -16.056
H -3.207 5.638 -14.994
H -0.636 3.737 -16.417
H -1.652 2.354 -16.130
H -0.399 1.682 -18.609
H 0.794 2.731 -18.012
H 0.317 1.384 -17.208
H -6.129 2.758 -17.551
H -5.920 1.192 -18.341
H -4.653 1.545 -15.461
H -6.273 0.969 -15.587
H -4.975 0.226 -16.474

The total energy comes out at -801161.035 eV. For the largest force on an atom, the calculation gives 6.60 eV Å⁻¹. The calculation puts the HOMO energy at -9.9 eV. Its spin multiplicity is 1. The relative energy (zero: lowest compared OMol25 entry of this formula, charge and spin) is 120.1 kcal/mol. The calculation puts the molar mass at 2033.3 g/mol.

Atom charges from the Mulliken analysis, given in e for atoms 1 to 5: number 1, C, carries 0.386; number 2, Br, carries -0.024; number 3, Br, carries -0.038; number 4, Br, carries 0.122; number 5, H, carries -0.426